No. 1
{
  "formula": "C3H5N3OS",
  "method": "ωB97M-V/def2-TZVPD",
  "species": ["C", "C", "C", "N", "N", "N", "O", "S", "H", "H", "H", "H", "H"],
  "xyz": [[2.46584, 1.34808, -0.02631], [3.06931, 0.17010, 0.12172], [0.68907, 0.17442, -0.79528], [1.16904, 1.28413, -0.52485], [-2.38456, -0.61339, 0.14845], [-2.17493, -0.31960, -1.09747], [1.46699, -1.90298, 0.70154], [1.98281, -1.17530, -0.47253], [2.85027, 2.32216, 0.22389], [4.06017, -0.03036, 0.47390], [-2.75344, 0.14569, 0.70743], [-1.93129, -1.38862, 0.63352], [-1.64972, -1.05121, -1.57699]],
  "largest_force_ha_per_bohr": 0.0403,
  "gap_ha": [0.3034, 0.2010],
  "e_homo_ev": [-8.674, -7.222],
  "relative_energy_ev": 7.2007,
  "charge": 0
}

***

No. 2
{
  "formula": "C45H48BrF4N4O2PSTl",
  "method": "ωB97M-V/def2-TZVPD",
  "species": ["Tl", "C", "C", "C", "C", "C", "C", "C", "C", "C", "C", "C", "C", "C", "C", "C", "C", "C", "H", "H", "H", "H", "H", "H", "H", "H", "H", "H", "H", "H", "H", "H", "H", "H", "H", "H", "H", "H", "H", "H", "H", "H", "H", "H", "H", "H", "H", "F", "C", "C", "F", "C", "F", "C", "P", "C", "C", "C", "C", "C", "C", "C", "C", "C", "C", "C", "C", "C", "Br", "C", "F", "H", "H", "H", "H", "H", "H", "H", "H", "H", "H", "N", "C", "C", "C", "C", "C", "C", "S", "O", "O", "N", "C", "N", "C", "C", "C", "N", "H", "H", "H", "H", "H", "H", "H", "H", "H"],
  "xyz": [[0.37239, -0.15638, -0.09437], [1.38042, 2.64578, 2.10902], [1.43116, 1.30397, 2.26374], [2.08467, 0.73837, 1.00468], [2.36022, 1.96940, 0.19379], [1.97646, 3.07537, 0.85255], [2.20023, 4.51737, 0.46356], [0.93771, 5.35308, 0.70484], [3.33116, 5.06247, 1.34966], [2.60461, 4.63007, -1.00573], [3.29875, -0.23805, 0.98823], [3.67443, -0.59907, -0.45729], [3.09810, -1.56845, 1.71445], [4.47576, 0.50667, 1.63985], [0.89156, 0.60631, 3.51187], [0.21552, -0.73443, 3.21003], [-0.19017, 1.48390, 4.16243], [2.01293, 0.43598, 4.55084], [0.94140, 3.32783, 2.82108], [2.90251, 1.94785, -0.73612], [0.62503, 5.32186, 1.74922], [0.10230, 5.01672, 0.08886], [1.13375, 6.39615, 0.45119], [3.07515, 4.98332, 2.40781], [3.51229, 6.11488, 1.12388], [4.25693, 4.50902, 1.18242], [1.82100, 4.23975, -1.66084], [3.53242, 4.08966, -1.20767], [2.77016, 5.67599, -1.26801], [2.87505, -1.16646, -0.95144], [4.55531, -1.24250, -0.44715], [3.91524, 0.26425, -1.07471], [2.27039, -2.13917, 1.29040], [2.92650, -1.45174, 2.77916], [4.00364, -2.16635, 1.59626], [4.75748, 1.38913, 1.06530], [5.34184, -0.15473, 1.69670], [4.22688, 0.82718, 2.65202], [-0.69215, -0.57913, 2.62510], [-0.08707, -1.21104, 4.14488], [0.85048, -1.43899, 2.67922], [-0.97925, 1.73086, 3.44855], [0.21689, 2.41066, 4.56670], [-0.63692, 0.93956, 4.99669], [2.82969, -0.19505, 4.20767], [1.60775, -0.01225, 5.46030], [2.43373, 1.40895, 4.81010], [-5.87385, 2.22627, -2.41452], [-4.65128, 1.73670, -2.50663], [-4.37000, 0.74168, -3.42232], [-5.32146, 0.28377, -4.22103], [-3.08343, 0.24083, -3.51403], [-2.85765, -0.67115, -4.46232], [-2.06288, 0.67758, -2.67985], [-0.41047, -0.07891, -2.66395], [-0.53173, -1.78519, -3.23515], [-1.60880, -2.59256, -2.87153], [-1.60941, -3.93091, -3.22775], [-0.53888, -4.47213, -3.92805], [0.54305, -3.67446, -4.26876], [0.55082, -2.33095, -3.92195], [0.54806, 0.83729, -3.88608], [1.53053, 1.72436, -3.46253], [2.23051, 2.48108, -4.39187], [1.94545, 2.34897, -5.74186], [0.95896, 1.46599, -6.16813], [0.25627, 0.71087, -5.24556], [-2.36054, 1.73026, -1.80592], [-1.02923, 2.56823, -0.76298], [-3.63524, 2.24613, -1.71244], [-3.91628, 3.23886, -0.88075], [-2.44808, -2.18465, -2.31882], [-2.45549, -4.55046, -2.96002], [-0.55020, -5.51674, -4.21060], [1.37794, -4.09188, -4.81589], [1.39326, -1.71017, -4.20204], [1.73293, 1.84007, -2.40565], [2.99110, 3.17530, -4.05914], [2.48938, 2.93793, -6.46836], [0.73613, 1.36954, -7.22226], [-0.51271, 0.02386, -5.57820], [-5.06155, -3.48900, 5.41876], [-4.60969, -2.87227, 4.27971], [-4.82967, -3.45106, 3.02189], [-4.33699, -2.85728, 1.88090], [-3.61381, -1.67250, 1.97700], [-3.40595, -1.07308, 3.21586], [-3.89391, -1.66954, 4.35803], [-3.00683, -0.89195, 0.54301], [-3.79717, -1.30358, -0.58748], [-2.85639, 0.51477, 0.82247], [-1.45204, -1.37082, 0.30737], [-1.02637, -2.65208, 0.12794], [0.28448, -2.70099, -0.20358], [0.82202, -3.89752, -0.40969], [0.08210, -5.05565, -0.27230], [-1.24983, -4.89414, 0.08260], [-1.81864, -3.71032, 0.27673], [-5.77286, -4.19271, 5.32386], [-5.11710, -2.94351, 6.26106], [-5.39732, -4.37064, 2.95051], [-4.51003, -3.29854, 0.91037], [-2.88587, -0.12642, 3.27604], [-3.73962, -1.20082, 5.32220], [1.87087, -3.91803, -0.68516], [0.51643, -6.03001, -0.43383], [-1.89540, -5.75626, 0.21290]],
  "largest_force_ha_per_bohr": 0.0019,
  "gap_ha": 0.2679,
  "e_homo_ev": -10.313,
  "relative_energy_ev": 0.0000,
  "charge": 1
}

***

No. 3
{
  "formula": "C19H23NPPd",
  "method": "ωB97M-V/def2-TZVPD",
  "species": ["C", "Pd", "N", "H", "H", "H", "H", "H", "H", "H", "H", "C", "C", "C", "C", "C", "C", "P", "C", "C", "C", "C", "C", "C", "C", "C", "C", "C", "C", "C", "H", "H", "H", "H", "H", "H", "H", "H", "H", "H", "H", "H", "H", "H", "H"],
  "xyz": [[-1.81196, -1.50730, -3.90643], [-0.45731, 0.11482, -2.13310], [1.28190, 0.48656, -3.46549], [-1.91010, -0.47038, -1.83597], [-2.34135, -0.97709, -3.12459], [-2.45900, -2.37496, -3.92428], [-0.83799, -1.83136, -3.54510], [-1.74454, -0.75319, -4.73697], [2.12290, 0.07883, -3.05023], [1.45064, 1.47807, -3.63024], [1.12418, 0.03203, -4.36717], [0.43189, 4.25214, 1.76942], [0.99881, 3.93695, 0.50251], [0.72653, 2.70188, -0.09465], [-0.06954, 1.74870, 0.57545], [-0.66649, 2.08556, 1.79838], [-0.40287, 3.32848, 2.40734], [-0.20241, 0.11033, -0.05818], [1.40120, -0.63228, 0.25168], [2.00988, -1.50903, -0.67902], [3.32658, -1.90850, -0.48519], [4.02161, -1.53529, 0.66402], [3.39023, -0.71691, 1.62428], [2.08569, -0.26317, 1.41758], [-1.43034, -0.75168, 0.84712], [-1.12200, -1.92696, 1.53685], [-2.11657, -2.57967, 2.28641], [-3.43359, -2.08417, 2.30586], [-3.75088, -0.93009, 1.57104], [-2.76425, -0.27134, 0.84020], [0.65411, 5.21402, 2.21832], [1.64679, 4.66224, -0.00534], [1.12625, 2.45776, -1.07142], [-1.33339, 1.38847, 2.30339], [-0.84595, 3.57883, 3.38193], [1.43168, -1.84500, -1.53890], [3.81391, -2.53793, -1.23942], [5.04526, -1.87292, 0.82331], [3.94152, -0.42353, 2.54263], [1.62313, 0.38787, 2.14494], [-0.11612, -2.33220, 1.51405], [-1.86757, -3.47813, 2.86998], [-4.19897, -2.58851, 2.87578], [-4.76654, -0.53304, 1.59121], [-3.00495, 0.59111, 0.22799]],
  "largest_force_ha_per_bohr": 0.0503,
  "gap_ha": [0.1152, 0.2627],
  "e_homo_ev": [-0.034, -4.235],
  "multiplicity": 3,
  "charge": -1
}

***

No. 4
{
  "formula": "C18H22MnNO6S",
  "method": "ωB97M-V/def2-TZVPD",
  "species": ["Mn", "O", "C", "C", "N", "C", "C", "O", "O", "C", "C", "O", "O", "H", "H", "H", "H", "H", "H", "H", "H", "H", "C", "S", "C", "O", "H", "H", "H", "H", "H", "H", "C", "C", "C", "C", "C", "C", "C", "C", "C", "C", "H", "H", "H", "H", "H", "H", "H"],
  "xyz": [[-0.76022, -0.12939, 0.08936], [1.97594, 0.47357, 0.46103], [2.30701, -0.27097, 1.61962], [1.45989, 0.29957, 2.73646], [0.03996, 0.01395, 2.51865], [-0.37574, -1.24807, 3.11426], [-1.74369, -1.69255, 2.52299], [-2.54416, -2.24937, 3.26985], [-1.88592, -1.45064, 1.28193], [-0.76919, 1.12808, 2.99829], [-0.68420, 2.30535, 2.00840], [-0.59818, 3.44873, 2.44671], [-0.76667, 1.97317, 0.77324], [2.30179, 0.00870, -0.31780], [3.37215, -0.15206, 1.85338], [2.08372, -1.33455, 1.47484], [1.60208, 1.38224, 2.72307], [1.79668, -0.08269, 3.71037], [-0.44424, -1.18876, 4.20799], [0.34700, -2.02418, 2.84719], [-0.46614, 1.46044, 3.99855], [-1.81526, 0.81167, 3.04803], [-2.99153, 3.29566, -0.91995], [-3.30772, 1.75417, -0.01649], [-5.05930, 1.61002, -0.54666], [-2.65049, 0.68400, -0.84227], [-3.48058, 4.11694, -0.39743], [-3.34702, 3.19863, -1.94411], [-1.91391, 3.42711, -0.88629], [-5.60848, 2.49259, -0.21973], [-5.45750, 0.72264, -0.05799], [-5.11649, 1.49103, -1.62738], [3.16406, -0.10385, -4.13422], [2.05252, 0.68989, -3.78339], [1.17268, 0.25128, -2.83335], [1.34191, -1.00019, -2.18373], [0.39957, -1.41654, -1.18331], [0.61835, -2.68015, -0.65501], [1.72346, -3.48492, -1.00494], [2.64471, -3.04960, -1.91789], [2.46218, -1.79962, -2.55193], [3.36134, -1.31598, -3.53442], [3.85963, 0.25581, -4.88328], [1.91178, 1.64915, -4.26663], [0.31640, 0.84742, -2.53547], [-0.09554, -3.07988, 0.06010], [1.84731, -4.45423, -0.53293], [3.51075, -3.64979, -2.17638], [4.20932, -1.93386, -3.81131]],
  "largest_force_ha_per_bohr": 0.0226,
  "gap_ha": [0.2627, 0.2490],
  "e_homo_ev": [-4.706, -4.333],
  "relative_energy_ev": 0.8687,
  "multiplicity": 2,
  "charge": -1
}

***

No. 5
{
  "formula": "C19H18Cl2F4N2O2Pb",
  "method": "ωB97M-V/def2-TZVPD",
  "species": ["Pb", "C", "C", "N", "C", "C", "C", "C", "N", "C", "C", "F", "C", "F", "C", "C", "F", "C", "F", "H", "H", "H", "H", "H", "H", "H", "H", "H", "H", "H", "H", "H", "H", "H", "Cl", "C", "C", "C", "Cl", "C", "O", "C", "C", "O", "C", "H", "H", "H"],
  "xyz": [[-0.01492, -0.40379, 0.89220], [0.02997, 2.16223, -1.08833], [0.61632, 1.16050, -2.07941], [0.53442, -0.20456, -1.53442], [-0.44008, -1.01781, -2.28527], [-1.84704, -0.43427, -2.27562], [1.84783, -0.92363, -1.54986], [3.03865, -0.20468, -0.93868], [2.73880, 0.36397, 0.35224], [3.43974, 0.76498, 1.28891], [2.71359, 1.26483, 2.53114], [1.41962, 1.17614, 2.68612], [3.43260, 1.79234, 3.55174], [2.86503, 2.22900, 4.68252], [4.85640, 1.84951, 3.46435], [5.57566, 1.43329, 2.28503], [6.88652, 1.55975, 2.15776], [4.90192, 0.83758, 1.26829], [5.50556, 0.40188, 0.22306], [0.20888, 3.16415, -1.47160], [0.53168, 2.14385, -0.11085], [-1.04869, 2.11571, -0.96873], [1.62675, 1.41554, -2.35637], [0.06598, 1.20594, -3.00436], [-0.43834, -2.03949, -1.94386], [-0.14199, -1.07468, -3.33754], [-2.12471, -0.04213, -1.29429], [-2.64649, -1.10405, -2.64042], [-1.91958, 0.37260, -2.99370], [2.19354, -1.11564, -2.57152], [1.63744, -1.91927, -1.06501], [3.32565, 0.67351, -1.57729], [3.88995, -0.88969, -0.89087], [5.46422, 2.24590, 4.28177], [-7.57781, -1.90002, 0.77198], [-5.86312, -1.83260, 0.61049], [-5.11051, -2.88708, 0.09556], [-3.71400, -2.82457, 0.00451], [-2.91877, -4.09733, -0.90161], [-2.99599, -1.72095, 0.43907], [-1.65901, -1.70973, 0.45505], [-3.71867, -0.61390, 0.90982], [-3.09144, 0.61699, 1.21863], [-1.85491, 0.91636, 1.21337], [-5.18089, -0.70517, 0.96822], [-5.61309, -3.78259, -0.21954], [-3.74788, 1.39056, 1.47657], [-5.67881, 0.19053, 1.27079]],
  "largest_force_ha_per_bohr": 0.0501,
  "gap_ha": 0.1102,
  "e_homo_ev": -13.397,
  "charge": 2
}

***

No. 6
{
  "formula": "C2H7N4S",
  "method": "ωB97M-V/def2-TZVPD",
  "species": ["C", "C", "N", "N", "N", "N", "S", "H", "H", "H", "H", "H", "H", "H"],
  "xyz": [[-1.08556, -0.96754, -0.03223], [-2.71234, 1.33206, 0.04891], [4.29807, 0.82036, -0.16377], [3.41347, 0.09549, 0.09824], [2.41626, -0.41593, 0.15235], [-0.01448, -1.67175, 0.03756], [-1.01683, 0.71142, -0.03900], [-3.03513, 1.63953, 1.03880], [-3.28738, 0.56476, -0.48834], [-2.81705, 2.19785, -0.63368], [5.22860, 0.64869, -0.04024], [-2.15851, -1.22573, -0.04707], [-0.17071, -2.63858, -0.22386], [0.94158, -1.09065, 0.29233]],
  "largest_force_ha_per_bohr": 0.0604,
  "gap_ha": 0.3705,
  "e_homo_ev": -14.166,
  "relative_energy_ev": 2.2064,
  "charge": 1
}